{
  "formula": "C20H28GaNO2S",
  "method": "ωB97M-V with the def2-TZVPD basis set",
  "symbols": ["O", "C", "C", "H", "H", "C", "H", "H", "C", "H", "H", "H", "C", "H", "H", "H", "Ga", "C", "C", "C", "H", "C", "C", "H", "H", "H", "H", "C", "C", "C", "H", "C", "C", "H", "H", "H", "H", "O", "C", "C", "H", "H", "C", "H", "H", "C", "H", "H", "H", "H", "S", "C", "N"],
  "xyz": [[-0.1913, 3.0745, -1.8019], [-1.1918, 3.1754, -2.9373], [-0.5580, 4.4273, -3.5279], [-2.2017, 3.3067, -2.5268], [-1.1697, 2.3130, -3.6202], [0.4656, 4.2525, -2.3981], [-1.1533, 5.3407, -3.4475], [-0.1278, 4.3297, -4.5286], [0.4136, 5.4343, -1.4752], [-0.6182, 5.6204, -1.1597], [0.8079, 6.3128, -2.0016], [1.0364, 5.2765, -0.5873], [1.8484, 4.0277, -2.9536], [1.8687, 3.2195, -3.6942], [2.5833, 3.8149, -2.1657], [2.1682, 4.9576, -3.4410], [0.0755, -2.2013, 1.4663], [1.6499, -4.9286, 1.1416], [0.2728, -4.9974, 0.8332], [-0.0601, -3.9014, -0.0296], [-0.4035, -5.7843, 1.1571], [1.1667, -3.1094, -0.2163], [2.2100, -3.7937, 0.5161], [3.2627, -3.5174, 0.5068], [2.2018, -5.6885, 1.6936], [-0.9645, -3.7761, -0.6261], [1.3024, -2.3416, -0.9820], [0.7487, -2.6235, 4.6700], [1.7199, -2.4080, 3.6902], [1.3053, -1.2709, 2.8717], [2.6650, -2.9386, 3.5634], [0.0053, -0.8260, 3.4204], [-0.2762, -1.6379, 4.5501], [-1.1003, -1.5001, 5.2390], [0.7682, -3.3965, 5.4434], [1.9652, -0.6462, 2.2657], [-0.5674, 0.0186, 3.0398], [-1.4717, -0.0706, 0.5939], [-0.1974, 0.3558, -0.0472], [-0.5053, 0.6565, -1.4929], [0.6441, -0.3979, 0.0087], [0.1431, 1.2735, 0.4543], [-2.0665, 0.8521, -1.4320], [-0.2147, -0.1402, -2.2169], [0.0445, 1.5862, -1.7711], [-2.3966, -0.2857, -0.5154], [-2.5263, 0.8359, -2.4135], [-2.2713, 1.8358, -0.9141], [-2.1533, -1.2382, -1.0157], [-3.4351, -0.3028, -0.1627], [-1.9879, -2.9682, 2.1221], [-1.7472, -4.3253, 3.0804], [-1.7861, -5.2815, 3.7746]],
  "energy_ha": -3306.9096,
  "e_lumo_ha": 0.0026,
  "mol_weight_da": 416.24,
  "e_homo_ev": -7.57,
  "de_lowest_ev": 1.381,
  "homo_lumo_gap_ha": 0.2809
}